{
  "formula": "C18H19N3O",
  "method": "ωB97M-V/def2-TZVPD",
  "largest_force_ev_per_a": 1.21,
  "charge": 0,
  "relative_energy_kj_mol": 292.6,
  "smiles": "CN(Cc1nc(C2CC2)no1)Cc1cccc2ccccc12",
  "e_tot_ev": -25490.7156,
  "species": ["O", "N", "N", "N", "C", "C", "C", "C", "C", "C", "C", "C", "C", "C", "C", "C", "C", "C", "C", "C", "C", "C", "H", "H", "H", "H", "H", "H", "H", "H", "H", "H", "H", "H", "H", "H", "H", "H", "H", "H", "H"],
  "xyz": [[3.48005, 0.11104, 0.04042], [2.40955, 1.68022, -1.04664], [4.04071, 1.29666, 0.41860], [0.28423, -0.62279, -0.88822], [-1.34177, -3.07295, -0.15186], [0.21061, -0.65981, 0.56862], [-3.34453, -4.39456, 0.02385], [-1.19634, -0.90121, 1.04900], [-3.21327, -2.28013, 1.18446], [-1.80374, 0.02165, 1.86163], [-1.89739, -2.08195, 0.68539], [-3.91365, -3.45347, 0.83360], [2.51435, 0.40361, -0.83834], [-3.79496, -1.30377, 2.01983], [-3.10293, -0.17484, 2.35056], [3.38276, 2.20985, -0.24236], [1.64910, -0.68695, -1.37610], [3.64640, 3.63680, -0.13839], [-2.04749, -4.19886, -0.47286], [3.46156, 4.49174, -1.36650], [2.48449, 4.59157, -0.24842], [-0.45878, 0.48953, -1.44406], [3.14521, 3.99015, -2.26771], [-1.60898, -4.94834, -1.11579], [-3.88712, -5.29082, -0.23974], [1.50672, 4.15960, -0.39483], [2.08968, -1.64355, -1.08041], [-0.02700, 1.46371, -1.17997], [0.85594, -1.47392, 0.91578], [-4.79659, -1.46695, 2.39125], [4.45097, 3.87104, 0.54473], [-4.91342, -3.59206, 1.22066], [4.16275, 5.29667, -1.52295], [-0.35368, -2.92198, -0.55351], [-0.47266, 0.39574, -2.52869], [0.57970, 0.27763, 1.01905], [-1.27310, 0.92207, 2.13898], [-3.54615, 0.57527, 2.98897], [2.49713, 5.46662, 0.38276], [1.62278, -0.62201, -2.46666], [-1.48114, 0.43978, -1.07413]],
  "mulliken_charge": [-0.117, -0.388, -0.652, 0.149, -0.609, -0.714, -0.499, 0.299, 1.045, -0.521, 0.680, -0.851, 0.807, -0.836, -0.804, 0.432, -1.151, -0.252, -0.791, -0.597, -0.517, -0.933, 0.262, 0.402, 0.390, 0.200, 0.312, 0.241, 0.478, 0.391, 0.464, 0.365, 0.270, 0.317, 0.344, 0.400, 0.410, 0.392, 0.262, 0.569, 0.351]
}